1.
{"formula": "C5H5N3OS", "method": "ωB97M-V/def2-TZVPD", "elements": ["C", "C", "C", "C", "C", "N", "N", "N", "O", "S", "H", "H", "H", "H", "H"], "coordinates": [[-0.434, -0.341, 0.450], [-1.611, -0.997, 0.087], [0.616, -1.184, 0.027], [2.225, 1.384, -0.511], [-3.015, -0.558, 0.268], [-1.311, -2.189, -0.382], [1.921, -1.182, 0.172], [2.784, 2.557, -0.375], [0.052, -2.327, -0.422], [2.855, 0.094, 0.445], [-3.103, 0.503, 0.045], [-3.671, -1.128, -0.386], [-3.324, -0.727, 1.298], [2.511, 3.286, -1.019], [3.502, 2.808, 0.302]], "homo_lumo_gap_ha": [0.228, 0.228], "lumo_energy_ev": [-2.3, -2.3], "total_charge": 0, "e_tot_ha": -830.96350}



2.
{"formula": "C8H9N3O3", "method": "ωB97M-V/def2-TZVPD", "elements": ["C", "C", "C", "C", "C", "C", "C", "C", "N", "N", "N", "O", "O", "O", "H", "H", "H", "H", "H", "H", "H", "H", "H"], "coordinates": [[-2.604, 1.135, -0.714], [-2.647, -0.286, -0.820], [-1.765, 1.725, 0.208], [-1.910, -1.137, -0.102], [1.145, -0.148, -0.228], [3.136, -0.061, -0.400], [-0.704, 0.766, 0.828], [-0.861, -0.728, 0.787], [0.547, 0.955, -0.016], [0.474, -1.171, 0.270], [3.310, -1.254, -0.052], [0.868, -2.432, 0.230], [3.451, 1.041, -0.634], [1.210, 2.167, 0.056], [-3.339, 1.695, -1.398], [-3.308, -0.691, -1.618], [-1.634, 2.756, 0.286], [-1.903, -2.180, -0.491], [-0.489, 1.141, 1.872], [-1.071, -1.225, 1.825], [1.812, -2.608, 0.477], [4.286, -1.505, 0.218], [1.997, 2.042, -0.585]], "homo_lumo_gap_ha": [0.258, 0.225], "lumo_energy_ev": [0.8, -2.4], "multiplicity": 3, "total_charge": 0, "e_tot_ha": -699.89914}



3.
{"formula": "C3H6I2Si", "method": "ωB97M-V/def2-TZVPD", "elements": ["C", "C", "C", "Si", "I", "I", "H", "H", "H", "H", "H", "H"], "coordinates": [[-0.393, -2.761, 0.306], [0.396, -2.132, -0.504], [-0.747, 2.156, 0.439], [0.575, 1.043, -0.326], [0.885, 1.712, -2.701], [2.708, 1.352, 0.917], [-0.455, -3.848, 0.324], [-1.043, -2.273, 1.009], [1.105, -2.413, -1.249], [-1.031, 1.803, 1.426], [-0.364, 3.172, 0.539], [-1.637, 2.187, -0.181]], "homo_lumo_gap_ha": [0.278, 0.274], "lumo_energy_ev": [-1.3, -0.5], "total_charge": 0, "e_tot_ha": -1002.72376}



4.
{"formula": "C3H9N2O2S", "method": "ωB97M-V/def2-TZVPD", "elements": ["N", "C", "C", "S", "C", "N", "O", "H", "H", "H", "H", "H", "H", "H", "H", "H", "O"], "coordinates": [[1.694, -0.158, 0.948], [0.619, 0.812, 0.955], [0.439, 1.554, -0.398], [0.916, 0.638, -1.909], [-0.706, 0.166, 1.264], [-0.909, -1.112, 0.890], [-1.593, 0.825, 1.783], [2.362, 0.103, 0.242], [1.382, -1.083, 0.781], [0.731, 1.432, 1.850], [-0.583, 1.780, -0.582], [0.987, 2.496, -0.326], [-0.251, -1.732, 0.466], [-1.826, -1.495, 0.952], [-1.233, -1.810, -1.673], [-0.697, -0.850, -2.633], [-1.333, -1.566, -2.609]], "homo_lumo_gap_ha": 0.252, "lumo_energy_ev": 3.7, "total_charge": -1, "e_tot_ha": -777.95128}



5.
{"formula": "C5H10N2S", "method": "ωB97M-V/def2-TZVPD", "elements": ["N", "C", "C", "C", "S", "C", "C", "N", "H", "H", "H", "H", "H", "H", "H", "H", "H", "H"], "coordinates": [[2.590, 0.076, 0.094], [1.381, 0.223, -0.586], [-0.072, 0.935, -0.208], [-1.350, 1.267, 0.633], [-2.450, -0.010, -0.029], [-1.118, -1.025, -0.924], [0.158, -0.624, -0.232], [0.005, -1.157, 1.090], [2.576, 0.122, 1.052], [3.016, 1.045, -0.120], [1.336, 0.457, -1.664], [-0.275, 1.290, -1.329], [-1.756, 2.277, 0.656], [-1.191, 1.109, 1.612], [-1.398, -2.086, -0.817], [-1.366, -0.645, -1.981], [-0.935, -1.342, 1.457], [0.848, -1.911, 1.297]], "homo_lumo_gap_ha": 0.320, "lumo_energy_ev": 0.8, "smiles": "N[C@@H]1[C@@H]2CSC[C@@]12N", "total_charge": 0, "e_tot_ha": -704.04227}



6.
{"formula": "C7H9F3NO", "method": "ωB97M-V/def2-TZVPD", "elements": ["F", "C", "F", "F", "C", "O", "C", "C", "N", "C", "C", "C", "H", "H", "H", "H", "H", "H", "H", "H", "H"], "coordinates": [[-2.983, 1.676, 0.201], [-2.568, 0.445, -0.211], [-2.237, 0.505, -1.497], [-3.604, -0.316, 0.059], [-1.409, -0.176, 0.751], [-1.370, -1.546, 0.693], [-0.249, -2.084, -0.022], [0.544, -0.857, -0.221], [-0.078, 0.195, 0.236], [0.692, 1.353, 0.503], [2.064, 1.075, -0.251], [1.858, -0.415, -0.705], [-1.534, 0.206, 1.742], [-0.543, -2.522, -1.060], [0.251, -2.932, 0.682], [0.964, 1.503, 1.586], [0.264, 2.273, 0.150], [3.046, 1.165, 0.432], [2.335, 1.686, -1.051], [2.671, -0.888, -0.204], [1.887, -0.344, -1.812]], "homo_lumo_gap_ha": 0.379, "lumo_energy_ev": -4.9, "smiles": "FC(F)(F)[C@H]1OCC2=[N+]1CCC2", "total_charge": 1, "e_tot_ha": -701.42460}



7.
{"formula": "C15H12N2O6PdS", "method": "ωB97M-V/def2-TZVPD", "elements": ["Pd", "O", "C", "O", "C", "C", "C", "N", "C", "C", "C", "O", "O", "H", "H", "H", "N", "C", "C", "O", "O", "H", "H", "H", "H", "S", "C", "C", "C", "C", "C", "C", "H", "H", "H", "H", "H"], "coordinates": [[-0.752, -0.909, 0.729], [5.224, 1.862, -1.360], [4.273, 2.544, -0.965], [4.118, 3.756, -0.751], [3.071, 1.724, -0.515], [2.682, 1.674, 0.825], [1.583, 0.943, 1.201], [0.833, 0.292, 0.292], [1.198, 0.312, -1.005], [2.305, 1.001, -1.433], [0.325, -0.464, -1.973], [0.625, -0.530, -3.140], [-0.729, -1.010, -1.434], [3.238, 2.225, 1.571], [1.260, 0.891, 2.230], [2.567, 0.967, -2.482], [0.389, -2.581, 0.580], [0.032, -3.471, 1.707], [-1.465, -3.316, 2.005], [-2.018, -4.113, 2.713], [-2.057, -2.284, 1.437], [0.065, -2.972, -0.305], [1.380, -2.374, 0.483], [0.610, -3.194, 2.587], [0.240, -4.513, 1.467], [-1.452, 0.407, 2.477], [-2.017, 0.889, 0.899], [-1.440, 1.971, 0.154], [-1.856, 2.207, -1.121], [-2.831, 1.380, -1.716], [-3.439, 0.352, -1.017], [-3.063, 0.119, 0.291], [-0.671, 2.576, 0.615], [-1.418, 3.014, -1.693], [-3.111, 1.565, -2.745], [-4.179, -0.277, -1.489], [-3.519, -0.666, 0.880]], "homo_lumo_gap_ha": [0.152, 0.152], "lumo_energy_ev": [-4.0, -4.0], "total_charge": 0, "e_tot_ha": -1665.75024}



8.
{"formula": "C3H22N2O10", "method": "ωB97M-V/def2-TZVPD", "elements": ["N", "C", "C", "O", "N", "C", "O", "H", "H", "H", "H", "H", "H", "O", "H", "H", "O", "H", "H", "O", "H", "H", "O", "H", "H", "O", "H", "H", "O", "H", "H", "O", "H", "H", "O", "H", "H"], "coordinates": [[1.326, 0.688, -0.940], [-0.130, 0.670, -1.155], [-0.673, -0.507, -1.995], [0.023, -1.319, -2.551], [-2.052, -0.616, -1.900], [-2.891, 0.394, -1.439], [-3.961, 0.080, -0.985], [1.822, 0.572, -1.819], [1.586, -0.144, -0.422], [-0.275, 1.609, -1.683], [-0.483, 0.636, -0.131], [-2.438, -1.536, -2.059], [-2.406, 1.365, -1.338], [-2.701, 2.466, 1.073], [-1.933, 2.254, 0.536], [-3.441, 2.447, 0.462], [0.397, -1.057, 3.432], [0.035, -1.175, 2.520], [1.144, -0.487, 3.203], [-0.250, 2.126, 3.185], [-0.109, 1.170, 3.232], [-1.163, 2.180, 3.488], [1.693, -3.299, 1.370], [2.541, -2.906, 1.626], [1.794, -4.241, 1.542], [0.315, 1.075, -4.044], [0.549, 0.147, -3.909], [1.141, 1.565, -3.979], [3.384, 1.759, 0.890], [2.459, 1.698, 0.592], [3.572, 2.626, 0.507], [-0.381, -1.797, 0.907], [0.527, -2.156, 0.766], [-0.804, -2.592, 1.232], [3.488, -0.865, 1.676], [4.326, -0.597, 2.059], [2.948, -0.071, 1.685]], "homo_lumo_gap_ha": 0.389, "lumo_energy_ev": 0.2, "smiles": "NCC(=O)NC=O.O.O.O.O.O.O.O.O", "total_charge": 0, "e_tot_ha": -989.42279}



F_max per entry: 3.38 6.79 1.53 1.58 5.73 3.77 1.21 2.54 eV Å⁻¹